[1]
{
  "formula": "C4H6N3OS",
  "method": "wB97M-V/def2-TZVPD",
  "species": ["C", "N", "N", "C", "O", "C", "S", "C", "N", "H", "H", "H", "H", "H", "H"],
  "xyz": [[-0.77916, -1.27361, 0.69727], [0.15835, -1.92371, 0.31731], [1.21498, -1.56649, -0.44035], [1.79698, -0.50528, -0.16847], [2.73182, 0.32588, -0.26308], [1.59846, 0.63688, 0.67702], [0.41880, 1.87356, 0.31277], [-0.66530, 1.04743, -0.94173], [-1.39426, 0.07740, -0.04446], [-1.52489, -1.76015, 1.33902], [1.87351, 0.45961, 1.79532], [-0.30156, 0.40444, -1.76111], [-1.12274, 1.90455, -1.44081], [-1.92523, 0.65074, 0.62984], [-2.07976, -0.35121, -0.70854]],
  "atomic_forces_ev_per_a": [[-3.13, 1.15, -0.27], [3.10, -0.44, 0.07], [0.62, -1.93, -2.23], [-3.45, -0.38, 2.20], [2.43, 1.51, -1.27], [0.32, -0.70, 2.95], [0.70, 0.43, -1.11], [2.39, -0.77, 1.10], [-2.28, -0.22, -1.17], [-0.14, 0.92, -0.20], [-0.30, 0.82, -2.16], [0.78, 0.58, 0.48], [-1.26, -0.39, 0.61], [0.15, -0.60, 0.01], [0.07, 0.02, 0.98]],
  "mulliken_charge": [-0.13, 0.06, -0.53, 0.64, -0.32, -0.15, -0.06, -0.60, -0.30, 0.45, 0.35, 0.42, 0.37, 0.38, 0.42],
  "orbital_gap_ev": 10.1,
  "total_charge": 1,
  "e_lumo_ev": -4.03,
  "e_above_lowest_ev": 3.567,
  "smiles": "C1=N\\N=C2\\O[C@H]2SC[NH2+]/1",
  "fmax_ev_per_a": 4.113
}

=====

[2]
{
  "formula": "CH2NOS3",
  "method": "wB97M-V/def2-TZVPD",
  "species": ["C", "N", "O", "S", "S", "S", "H", "H"],
  "xyz": [[-2.56954, 0.73535, -0.13386], [0.05072, -1.46171, 1.53330], [-2.61192, 1.92443, 0.06563], [-3.74466, -0.40865, 0.02743], [-1.08514, -0.04492, -0.70709], [1.42829, -2.25987, 1.10877], [-0.50454, -1.99364, 2.24713], [-0.53676, -1.17263, 0.73010]],
  "atomic_forces_ev_per_a": [[1.86, 1.27, -0.28], [-0.58, -2.18, 1.35], [-0.34, 0.88, 0.24], [-1.20, -1.71, 0.09], [-0.80, 0.13, -1.13], [0.15, 0.17, 0.07], [0.73, 0.97, -0.70], [0.18, 0.46, 0.36]],
  "mulliken_charge": [0.47, -0.29, -0.59, -0.37, -0.42, -0.23, 0.25, 0.18],
  "orbital_gap_ev": [6.6, 6.8],
  "total_charge": -1,
  "e_lumo_ev": [2.08, 2.41],
  "e_above_lowest_ev": 1.933,
  "fmax_ev_per_a": 2.629
}

=====

[3]
{
  "formula": "C6H15N2",
  "method": "wB97M-V/def2-TZVPD",
  "species": ["C", "C", "C", "C", "H", "H", "H", "H", "H", "H", "H", "H", "C", "C", "N", "N", "H", "H", "H", "H", "H", "H", "H"],
  "xyz": [[-1.50838, -1.94078, -0.97453], [-2.06602, -1.25899, 0.24486], [-3.33517, -1.47308, 0.66251], [-1.03048, -0.37711, 0.90090], [-1.29470, -1.27756, -1.83201], [-2.18539, -2.72754, -1.35225], [-0.56663, -2.45910, -0.70998], [-3.73832, -0.95949, 1.52786], [-3.92259, -2.23838, 0.14851], [-1.34927, 0.26975, 1.72048], [-0.55824, 0.28172, 0.15992], [-0.24199, -1.01524, 1.28265], [2.04393, 0.84549, 0.48426], [2.21224, 1.66599, -0.57155], [1.11360, 2.57069, -1.00723], [3.09738, 0.08699, 0.99623], [1.10698, 0.79572, 1.06275], [3.13469, 1.78189, -1.11028], [0.65171, 2.13317, -1.85065], [0.37593, 2.58601, -0.30965], [1.38980, 3.50366, -1.21530], [3.84879, 0.01103, 0.38495], [2.82212, -0.80483, 1.35757]],
  "atomic_forces_ev_per_a": [[0.03, -1.04, -0.26], [-1.08, 0.11, -0.02], [1.65, 0.06, -0.41], [-0.41, 0.37, 0.01], [-0.08, 0.02, 0.49], [0.20, 0.41, 0.18], [-0.25, 0.26, -0.19], [-0.05, -0.14, -0.06], [-0.03, 0.47, 0.21], [-0.38, -0.22, 0.01], [-0.22, -0.20, -0.18], [0.30, -0.20, 0.13], [0.87, 0.14, 0.32], [-0.26, -0.01, 0.85], [-0.90, -2.65, -0.81], [-2.55, 0.86, 0.20], [0.65, 0.05, -0.44], [0.01, 0.03, -0.22], [0.57, 0.88, 0.70], [-0.11, 0.22, 0.35], [0.43, 1.05, -0.22], [1.68, -0.18, -1.06], [-0.08, -0.29, 0.40]],
  "mulliken_charge": [-1.17, 0.70, -0.90, -0.73, 0.24, 0.34, 0.27, 0.29, 0.25, 0.37, -0.05, 0.33, -0.16, -0.35, -0.29, -0.47, 0.38, 0.36, 0.37, 0.36, 0.36, 0.23, 0.25],
  "orbital_gap_ev": 8.4,
  "total_charge": 1,
  "e_lumo_ev": -3.66,
  "e_above_lowest_ev": 2.556,
  "fmax_ev_per_a": 2.914
}

=====

[4]
{
  "formula": "C26H20BMoN6O4S2",
  "method": "wB97M-V/def2-TZVPD",
  "species": ["Mo", "O", "C", "C", "C", "C", "C", "C", "C", "N", "N", "C", "O", "C", "C", "C", "C", "C", "C", "H", "H", "H", "H", "H", "H", "H", "H", "H", "H", "N", "C", "N", "C", "C", "S", "C", "C", "S", "C", "N", "N", "H", "H", "H", "H", "H", "H", "O", "B", "O", "C", "C", "C", "C", "C", "C", "H", "H", "H", "H"],
  "xyz": [[-10.97069, 1.34702, 13.01691], [-11.76696, 2.98464, 12.83679], [-12.20775, 4.10956, 13.45347], [-12.71404, 5.18938, 12.70261], [-13.47000, 6.12516, 13.36736], [-13.63339, 6.12523, 14.78255], [-13.05416, 5.05189, 15.53670], [-12.35375, 4.02282, 14.85063], [-11.64930, 2.93222, 15.52585], [-11.15411, 1.88526, 14.96192], [-10.53448, 0.95980, 15.86562], [-9.80235, 0.13839, 15.20286], [-9.82813, 0.06428, 13.84976], [-8.92834, -0.81106, 15.90733], [-8.77678, -0.56195, 17.24471], [-7.97855, -1.36422, 18.03168], [-7.25576, -2.41253, 17.43602], [-7.36636, -2.62189, 16.07789], [-8.13415, -1.80354, 15.27300], [-12.78835, 5.10867, 11.63220], [-14.03527, 6.84204, 12.77706], [-14.29005, 6.83955, 15.31824], [-13.26329, 4.97082, 16.61041], [-11.52155, 3.01750, 16.58573], [-9.32338, 0.27105, 17.64515], [-8.00872, -1.19659, 19.08172], [-6.80120, -3.15566, 18.07702], [-6.86139, -3.47463, 15.66891], [-8.12712, -1.96588, 14.20845], [-14.02050, 0.26799, 14.41332], [-13.67086, -0.24281, 13.25567], [-12.55871, 0.11796, 12.60605], [-12.42445, -0.54585, 11.37143], [-13.40154, -1.40236, 11.10456], [-14.50056, -1.46255, 12.41377], [-11.21503, -0.25482, 10.60836], [-10.73609, -0.81983, 9.45739], [-9.41198, 0.08115, 8.92393], [-9.36079, 0.97067, 10.37155], [-10.38505, 0.72189, 11.13541], [-8.33898, 2.00764, 10.61967], [-13.57321, 1.09405, 14.80536], [-14.87113, 0.05977, 14.90766], [-13.57139, -1.99964, 10.25477], [-11.31764, -1.56951, 8.89154], [-8.22480, 2.61635, 9.82513], [-7.45797, 1.48436, 10.74034], [-8.94100, 2.90698, 13.15466], [-8.54176, 3.08984, 11.86421], [-7.99422, 4.28250, 11.51797], [-8.12768, 5.00058, 12.72298], [-8.01450, 6.35506, 12.88590], [-8.17114, 6.90667, 14.14541], [-8.42091, 6.00942, 15.20473], [-8.61803, 4.62582, 15.07771], [-8.59129, 4.19056, 13.76245], [-7.81858, 6.99706, 12.02656], [-8.03218, 7.99004, 14.29974], [-8.49895, 6.38925, 16.19341], [-8.92286, 3.95514, 15.87663]],
  "atomic_forces_ev_per_a": [[0.32, 1.64, 0.05], [0.74, -0.72, -0.97], [-1.21, 1.04, 0.28], [-0.18, -1.83, 0.68], [-0.60, 0.91, 1.45], [0.45, -1.58, 0.33], [-0.52, 0.71, -1.14], [0.55, 0.49, -0.22], [-0.65, 0.43, -0.08], [-0.33, -0.80, 2.32], [-0.16, 1.20, -0.83], [0.72, -1.48, 0.94], [-0.76, 1.33, -0.41], [0.67, 0.24, -1.72], [0.08, -0.13, 0.97], [0.21, -0.45, -0.74], [-1.41, 0.35, 1.13], [0.25, -0.07, -0.32], [-0.70, 0.45, 0.59], [0.38, 0.14, -0.26], [0.26, 0.09, 0.14], [0.63, -0.42, -0.65], [0.34, 0.10, -0.43], [0.03, -0.11, 0.62], [-0.08, 0.00, 0.45], [0.38, -0.02, 0.67], [0.45, 0.17, -0.11], [0.26, -0.14, -0.37], [-0.31, 0.00, -0.17], [-0.22, 0.96, 1.10], [0.63, -0.14, -0.29], [0.97, 0.51, -0.54], [0.50, 0.25, 0.19], [-0.14, 0.11, 0.56], [-1.30, -0.48, 0.17], [0.40, -0.25, 0.02], [-1.64, 0.34, 0.12], [1.08, -0.29, -0.26], [-0.31, 0.09, -1.50], [-0.39, -0.53, -0.47], [-0.94, -0.69, 2.17], [0.27, -0.41, -0.43], [-0.28, -0.51, -0.28], [-0.07, -0.66, -0.79], [0.94, 0.48, 0.03], [0.10, 0.39, -0.80], [0.13, 0.47, 0.14], [0.43, -0.31, -0.31], [1.22, -0.16, -1.04], [-1.11, -0.80, 0.65], [-0.70, 0.13, 0.76], [0.51, 0.93, -1.07], [0.08, -0.95, 0.66], [0.07, 0.16, 0.02], [-0.85, -0.04, -1.23], [0.63, 0.19, -0.75], [0.15, -0.23, 0.17], [-0.23, -0.81, 0.03], [0.03, 0.40, 0.70], [0.24, 0.34, 0.07]],
  "mulliken_charge": [0.49, -0.39, 0.82, -1.16, -0.48, -0.71, -0.78, 0.87, -0.68, 1.26, -1.18, 1.02, -0.70, 0.46, -0.52, -0.65, -0.48, -0.67, -0.28, 0.47, 0.47, 0.42, 0.47, 0.58, 0.44, 0.43, 0.40, 0.42, 0.44, -0.31, 0.63, 0.30, -0.63, -0.22, -0.10, -0.11, -0.34, -0.07, 0.12, 0.45, -0.02, -0.03, 0.28, 0.50, 0.45, 0.42, 0.42, -0.05, 0.59, -0.53, 0.18, -0.41, -0.80, -0.51, -0.83, 0.73, 0.49, 0.47, 0.49, 0.62],
  "orbital_gap_ev": [5.8, 5.8],
  "total_charge": 3,
  "e_lumo_ev": [-10.14, -10.13],
  "e_above_lowest_ev": 0.000,
  "fmax_ev_per_a": 2.473
}